Version a
C3H6O2P | ωB97M-V/def2-TZVPD

Structure (ORCA input):
```
! wB97M-V def2-TZVPD RIJCOSX def2/J DEFGRID3
* xyz -1 1
C 0.442 2.094 1.123
C 0.039 0.854 0.939
C -1.036 -1.628 -0.218
O -2.590 0.534 0.524
O -1.095 0.630 -1.674
P -1.287 0.252 -0.199
H 0.955 2.322 2.050
H 0.241 2.926 0.474
H 0.094 0.319 1.891
H -1.686 -2.032 0.573
H -1.349 -1.769 -1.245
H 0.003 -1.843 -0.002
*
```

For the HOMO energy, the calculation gives -4.5 eV. Its SMILES is C=C[P@@](C)(=O)[O-].

=====

Version b
C3H6O2P | ωB97M-V/def2-TZVPD

Structure (ORCA input):
```
! wB97M-V def2-TZVPD RIJCOSX def2/J DEFGRID3
* xyz -1 1
C 0.592 -1.893 0.466
C -0.031 -1.747 -0.682
C -1.108 1.743 0.489
O -2.214 -0.815 0.843
O -1.376 1.026 -0.680
P -1.859 -0.649 -0.606
H 1.559 -2.334 0.433
H 0.186 -1.556 1.417
H 0.552 -2.009 -1.632
H -1.046 0.990 1.402
H -1.968 2.222 0.754
H -0.303 2.382 0.176
*
```

For the HOMO energy, the calculation gives -2.7 eV. Its SMILES is C=CP([O-])OC.

=====

What should be chosen as the least stable of them? Choose version b.

=====

Version a
C4H8N | ωB97M-V/def2-TZVPD

Structure (ORCA input):
```
! wB97M-V def2-TZVPD RIJCOSX def2/J DEFGRID3
* xyz 1 1
C -1.919 -0.221 0.142
C -0.796 0.768 0.148
C 1.179 -0.826 0.160
C 1.686 0.547 -0.256
N 0.399 0.412 0.333
H -2.059 0.250 -0.897
H -1.346 -1.165 -0.033
H -0.830 1.832 0.091
H -3.059 -0.447 0.398
H 0.781 -1.735 -0.312
H 1.718 -1.106 1.075
H 2.502 0.719 0.439
H 1.744 0.973 -1.289
*
```

For the HOMO energy, the calculation gives -16.1 eV. Its SMILES is CC=[N+]1CC1.

=====

Version b
C4H8N | ωB97M-V/def2-TZVPD

Structure (ORCA input):
```
! wB97M-V def2-TZVPD RIJCOSX def2/J DEFGRID3
* xyz 1 1
C 0.306 1.178 0.760
C 0.551 -0.052 -0.078
C 1.801 -0.533 -0.315
C -1.888 -0.249 -0.140
N -0.587 -0.631 -0.512
H -0.315 1.833 0.118
H 1.207 1.722 1.028
H -0.361 0.874 1.566
H 1.926 -1.603 -0.469
H 2.703 0.058 -0.245
H -2.275 -1.019 0.532
H -2.439 -0.170 -1.080
H -0.630 -1.409 -1.166
*
```

For the HOMO energy, the calculation gives -13.9 eV. Its SMILES is C=[NH+]C(=C)C.

=====

Version c
C4H8N | ωB97M-V/def2-TZVPD

Structure (ORCA input):
```
! wB97M-V def2-TZVPD RIJCOSX def2/J DEFGRID3
* xyz 1 1
C -0.206 0.327 0.115
C -1.204 -0.711 -0.112
C -2.344 0.362 -0.040
C 2.078 -0.177 -0.041
N 1.034 0.752 0.172
H -1.197 -1.226 0.898
H -1.426 -1.402 -0.915
H -2.397 0.820 0.884
H -2.610 0.891 -0.839
H 1.899 -1.190 0.502
H 2.084 -0.429 -1.084
H 3.107 0.278 0.070
H 1.181 1.707 0.391
*
```

For the HOMO energy (spin up / spin down), the calculation gives -14.0 / -14.3 eV.

=====

What should be chosen as the least stable of them? Choose version c.

=====

Version a
C20H29N3O4S | ωB97M-V/def2-TZVPD

Structure (ORCA input):
```
! wB97M-V def2-TZVPD RIJCOSX def2/J DEFGRID3
* xyz 0 1
C 0.146 3.503 2.848
H -0.482 2.806 3.413
H 1.096 3.647 3.368
H -0.364 4.462 2.761
O 0.346 3.058 1.523
C 1.058 1.926 1.319
C 1.490 1.051 2.315
C 2.169 -0.104 1.978
C 2.441 -0.423 0.647
C 2.020 0.461 -0.348
C 1.343 1.607 -0.010
S 0.869 2.754 -1.315
O 1.100 2.093 -2.565
O 1.515 4.005 -1.065
N -0.761 3.014 -1.183
H -0.980 3.516 -0.337
C -1.644 1.919 -1.506
C -1.889 0.946 -0.353
H -0.952 0.474 -0.055
H -2.274 1.501 0.506
C -2.880 -0.156 -0.749
N -2.983 -1.154 0.293
C -2.985 -2.532 -0.134
C -4.068 -2.981 -1.137
H -3.745 -2.744 -2.153
C -5.458 -2.371 -0.928
C -5.870 -2.194 0.534
C -5.373 -0.877 1.128
H -5.880 -0.694 2.078
H -5.644 -0.061 0.453
C -3.860 -0.847 1.397
H -3.634 -1.563 2.193
H -3.595 0.147 1.768
H -5.509 -3.034 1.131
H -6.962 -2.199 0.590
H -6.182 -3.016 -1.430
H -5.506 -1.398 -1.420
H -4.136 -4.069 -1.067
H -3.063 -3.138 0.771
H -2.006 -2.743 -0.580
H -3.848 0.304 -0.995
H -2.506 -0.641 -1.652
H -1.172 1.408 -2.348
H -2.597 2.340 -1.845
H 2.205 0.279 -1.393
C 3.149 -1.641 0.312
C 3.554 -2.173 -0.887
C 4.197 -3.384 -0.529
N 4.167 -3.542 0.769
O 3.525 -2.477 1.301
C 4.833 -4.376 -1.429
H 5.641 -3.908 -1.988
H 5.228 -5.199 -0.843
H 4.103 -4.756 -2.142
H 3.422 -1.773 -1.869
H 2.497 -0.777 2.754
H 1.297 1.261 3.355
*
```

For the HOMO energy, the calculation gives -8.2 eV. Its SMILES is COc1ccc(-c2cc(C)no2)cc1S(=O)(=O)NCCCN1CCCCCC1.

=====

Version b
C20H29N3O4S | ωB97M-V/def2-TZVPD

Structure (ORCA input):
```
! wB97M-V def2-TZVPD RIJCOSX def2/J DEFGRID3
* xyz 0 1
C -5.261 -0.007 1.292
H -4.732 0.168 2.234
O -4.449 0.278 0.179
C -3.328 -0.482 -0.025
C -2.612 -0.216 -1.191
C -1.459 -0.916 -1.478
C -0.983 -1.897 -0.613
C -1.711 -2.158 0.540
C -2.869 -1.464 0.843
H -3.403 -1.703 1.750
H -1.369 -2.926 1.219
C 0.266 -2.672 -0.906
H 0.360 -2.823 -1.984
H 0.191 -3.649 -0.427
C 1.577 -2.019 -0.395
C 1.982 -0.852 -1.307
C 3.198 -0.090 -0.769
N 3.013 0.335 0.593
S 2.484 1.891 0.823
O 3.427 2.735 0.145
O 2.312 2.058 2.240
C 0.915 2.154 0.040
C -0.323 2.195 0.667
N -1.190 2.675 -0.246
N -0.591 2.947 -1.408
C 0.685 2.648 -1.265
C 1.663 2.845 -2.364
H 1.287 3.603 -3.046
H 2.616 3.156 -1.944
H 1.806 1.920 -2.924
C -2.567 3.030 -0.058
H -2.926 3.431 -1.003
H -2.660 3.796 0.715
H -3.168 2.165 0.218
C -0.727 1.796 2.035
H -1.267 0.848 2.011
H -1.378 2.549 2.477
H 0.165 1.690 2.647
C 2.612 -0.696 1.516
C 1.394 -1.482 1.031
H 1.209 -2.316 1.708
H 0.526 -0.820 1.044
H 2.395 -0.194 2.459
H 3.465 -1.365 1.672
H 3.383 0.812 -1.352
H 4.096 -0.715 -0.821
H 2.204 -1.218 -2.312
H 1.138 -0.163 -1.368
C 2.650 -3.124 -0.426
O 2.275 -4.169 0.447
H 2.964 -4.840 0.442
H 3.624 -2.719 -0.127
H 2.740 -3.503 -1.455
H -0.933 -0.705 -2.397
H -2.982 0.539 -1.866
H -5.628 -1.038 1.267
H -6.106 0.677 1.222
*
```

For the HOMO energy, the calculation gives -8.5 eV. Its SMILES is COc1ccc(CC2(CO)CCN(S(=O)(=O)c3c(C)nn(C)c3C)CC2)cc1.

=====

What should be chosen as the least stable of them? Choose version a.

=====

Version a
C5H13NS | ωB97M-V/def2-TZVPD

Structure (ORCA input):
```
! wB97M-V def2-TZVPD RIJCOSX def2/J DEFGRID3
* xyz 0 1
C 1.112 0.656 -0.116
C 0.559 0.700 1.392
C -0.330 2.078 1.576
S -1.881 1.604 0.798
C 0.812 -0.697 -0.927
N -0.469 -1.236 -0.560
C -0.751 -2.531 -1.131
H 2.245 0.801 -0.066
H 0.741 1.473 -0.750
H 1.419 0.722 2.147
H -0.110 -0.098 1.421
H -0.778 2.223 2.523
H 0.462 2.821 1.134
H -1.832 2.544 -0.132
H 1.159 -0.456 -1.939
H 1.631 -1.512 -0.584
H -1.174 -0.577 -0.820
H -1.256 -2.411 -2.183
H -1.578 -2.936 -0.391
H 0.020 -3.171 -1.392
*
```

For the HOMO energy, the calculation gives -8.7 eV. Its SMILES is CNCCCCS.

=====

Version b
C5H13NS | ωB97M-V/def2-TZVPD

Structure (ORCA input):
```
! wB97M-V def2-TZVPD RIJCOSX def2/J DEFGRID3
* xyz 0 1
C 1.780 0.194 0.700
N 0.431 0.688 0.904
C -0.669 -0.147 0.420
C -0.812 -0.456 -1.089
S -2.438 -1.288 -1.462
C -1.943 0.348 1.090
C 2.299 0.334 -0.765
H 2.528 0.823 1.258
H 1.924 -0.830 0.997
H 0.348 1.622 0.461
H -0.635 -1.155 0.884
H -0.933 0.539 -1.572
H 0.004 -0.838 -1.672
H -2.310 -2.430 -0.866
H -1.876 1.214 1.781
H -2.873 0.512 0.535
H -2.349 -0.396 1.858
H 2.134 1.400 -1.083
H 3.456 0.299 -0.921
H 1.932 -0.433 -1.457
*
```

For the HOMO energy, the calculation gives -8.7 eV. Its SMILES is CCN[C@@H](C)CS.

=====

Version c
C5H13NS | ωB97M-V/def2-TZVPD

Structure (ORCA input):
```
! wB97M-V def2-TZVPD RIJCOSX def2/J DEFGRID3
* xyz 0 1
C -0.328 -1.585 -0.932
N 0.176 -0.218 -0.808
C 0.947 0.086 0.395
C 0.205 1.159 1.198
S 0.897 1.623 2.768
C -1.510 -1.659 -1.903
C -1.086 -1.087 -3.303
H 0.461 -2.237 -1.357
H -0.537 -2.000 0.053
H -0.549 0.470 -0.924
H 1.970 0.389 0.115
H 0.972 -0.814 1.011
H 0.008 2.032 0.574
H -0.748 0.683 1.462
H 2.162 1.569 2.254
H -2.149 -0.873 -1.469
H -2.024 -2.613 -1.861
H -0.805 -0.058 -3.116
H -0.257 -1.665 -3.696
H -1.950 -1.210 -3.942
*
```

For the HOMO energy, the calculation gives -8.7 eV. Its SMILES is CCCNCCS.

=====

Version d
C5H13NS | ωB97M-V/def2-TZVPD

Structure (ORCA input):
```
! wB97M-V def2-TZVPD RIJCOSX def2/J DEFGRID3
* xyz 0 1
C 0.250 -1.079 0.076
C -0.839 -1.576 1.009
S -2.516 -1.097 0.491
C 0.274 0.438 -0.100
N 1.531 0.906 -0.642
C 1.412 1.814 -1.759
C 2.490 1.328 0.354
H 1.230 -1.370 0.462
H 0.140 -1.553 -0.905
H -0.723 -1.153 2.013
H -0.819 -2.654 1.123
H -2.594 -1.991 -0.497
H -0.547 0.734 -0.746
H 0.069 0.902 0.876
H 0.823 1.345 -2.546
H 2.396 2.038 -2.166
H 0.918 2.765 -1.499
H 2.408 0.693 1.229
H 2.329 2.366 0.679
H 3.498 1.262 -0.055
*
```

For the HOMO energy, the calculation gives -8.2 eV. Its SMILES is CN(C)CCCS.

=====

What should be chosen as the least stable of them? Choose version a.

=====

Version a
C5H13NS | ωB97M-V/def2-TZVPD

Structure (ORCA input):
```
! wB97M-V def2-TZVPD RIJCOSX def2/J DEFGRID3
* xyz 0 1
C -2.313 -0.316 2.022
C -0.904 0.128 1.609
C -0.279 -0.897 0.706
C 1.144 -0.612 0.237
S 1.287 -0.596 -1.597
C 1.225 1.100 -2.193
N -1.086 1.347 0.751
H -2.232 -1.168 2.717
H -2.906 -0.433 1.119
H -2.818 0.491 2.553
H -0.333 0.324 2.524
H -0.181 -1.948 0.997
H -0.900 -1.042 -0.161
H 1.917 -1.239 0.665
H 1.375 0.457 0.336
H 1.061 1.191 -3.285
H 2.230 1.504 -2.121
H 0.628 1.674 -1.458
H -1.662 2.061 1.188
H -1.721 1.100 -0.008
*
```

For the HOMO energy, the calculation gives -8.1 eV. Its SMILES is CSCC[C@H](C)N.

=====

Version b
C5H13NS | ωB97M-V/def2-TZVPD

Structure (ORCA input):
```
! wB97M-V def2-TZVPD RIJCOSX def2/J DEFGRID3
* xyz 0 1
C -0.365 -1.404 -1.680
N -0.980 -0.930 -0.435
C -0.843 0.456 -0.018
C 0.464 0.608 0.812
C 1.725 -0.100 0.291
S 3.156 0.825 1.267
C -2.031 0.972 0.804
H -0.708 -0.866 -2.705
H 0.746 -1.314 -1.485
H -0.551 -2.487 -1.748
H -1.829 -1.401 -0.183
H -0.709 1.074 -0.985
H 0.619 1.699 0.847
H 0.116 0.332 1.841
H 1.794 -1.166 0.581
H 2.040 0.085 -0.755
H 4.174 0.284 0.486
H -2.786 1.105 0.132
H -2.219 0.288 1.594
H -1.814 1.938 1.340
*
```

For the HOMO energy, the calculation gives -8.4 eV. Its SMILES is CN[C@@H](C)CCS.

=====

What should be chosen as the least stable of them? Choose version b.